No. 1
Computed, not measured: a molecular structure, C30H20O25PV, with the ωB97M-V functional and the def2-TZVPD basis.

Geometry as XYZ:
```
77
Properties=species:S:1:pos:R:3:mulliken_spin:R:1
O -25.10280 38.49241 9.49585 -0.195
V -24.27837 38.15387 10.77505 1.140
P -22.34501 37.46897 12.55029 0.000
O -23.89918 37.37243 12.59463 0.000
O -22.33975 38.42067 11.26158 -0.004
O -21.64046 36.14343 12.31404 0.001
O -21.75477 38.15859 13.76220 -0.002
C -28.54962 36.45975 11.14347 -0.002
C -29.71006 35.85637 11.45680 0.000
C -29.77941 34.66412 12.35283 0.000
O -30.84976 34.13350 12.58295 0.000
C -28.52190 34.25505 12.94626 0.000
C -27.35671 34.84414 12.62545 0.000
C -27.29091 35.96198 11.64060 0.007
O -26.23946 36.35032 11.17067 0.001
O -26.23946 34.57991 13.30941 0.000
O -30.83141 36.27588 10.84992 0.000
H -28.57829 37.21088 10.36582 0.000
H -28.53644 33.47667 13.69671 0.000
H -25.50950 35.07090 12.87978 0.001
H -31.55107 35.66971 11.09332 0.000
C -21.33048 38.61014 6.49648 0.000
C -20.18673 38.33794 5.85804 0.000
C -19.02604 37.64731 6.51230 0.000
O -18.09296 37.23620 5.83772 0.000
C -19.16758 37.46635 7.90893 0.000
C -20.29351 37.76585 8.60506 0.003
C -21.52967 38.30423 7.89414 0.001
O -22.59013 38.55854 8.42909 0.002
O -20.42066 37.43171 9.86261 0.000
O -19.96323 38.64950 4.58281 0.000
H -22.14521 39.16467 6.04863 0.000
H -18.33182 37.04961 8.45856 0.000
H -21.25361 37.78424 10.28951 0.002
H -19.07507 38.33129 4.33728 0.000
C -23.90703 35.06153 7.99724 -0.005
C -23.49966 34.08925 7.16457 0.005
C -22.42655 33.13147 7.50960 0.001
O -22.23735 32.12597 6.84852 0.003
C -21.69881 33.41344 8.73204 0.002
C -22.06134 34.38494 9.59687 -0.002
C -23.22567 35.29501 9.28101 0.006
O -23.59300 36.22235 9.96005 0.004
O -21.35190 34.70954 10.65646 -0.001
O -24.17874 33.82597 6.03774 0.001
H -24.75657 35.66413 7.70760 0.000
H -20.86671 32.77286 8.98881 0.000
H -21.70051 35.43387 11.31339 0.001
H -23.92613 32.94524 5.71880 0.000
C -27.06447 38.90322 15.43308 0.000
C -26.44588 38.46207 14.31416 0.000
C -26.64848 39.21365 12.99579 0.002
O -26.14784 38.96066 11.90927 0.012
C -27.65754 40.25165 13.04598 0.001
C -28.28685 40.62474 14.17335 0.001
C -28.10911 39.87174 15.47309 0.000
O -28.77422 40.15993 16.45300 0.000
O -29.16994 41.61036 14.20610 0.000
O -25.57919 37.48115 14.40330 0.001
H -26.83432 38.35753 16.34059 0.000
H -27.82579 40.90294 12.19658 0.000
H -29.59412 41.69486 15.07149 0.000
H -24.89539 37.47305 13.64318 0.001
C -23.74349 43.02917 10.52280 0.001
C -22.98527 44.11575 10.38611 0.000
C -21.47292 44.14190 10.30456 0.000
O -20.81875 45.14294 10.18255 0.000
C -20.89280 42.77275 10.33767 0.000
C -21.63097 41.69985 10.60087 -0.003
C -23.12587 41.68825 10.69704 0.005
O -23.80546 40.70560 10.83398 0.001
O -21.01332 40.53690 10.80895 0.001
O -23.51275 45.33941 10.14990 0.000
H -24.82152 43.07970 10.46747 0.000
H -19.82583 42.69853 10.18012 0.000
H -21.65360 39.79449 10.97448 0.004
H -22.84319 46.00789 10.36443 0.000
```

**LUMO energy (spin up / spin down)**: -0.129 / -0.139 eV
**<S²>**: 0.769
**Strongest force on any atom**: 5.433 eV Å⁻¹
**Spin multiplicity**: 2
**Charge**: -1

***

No. 2
Computed, not measured: a single C4H11N3S molecule, with the ωB97M-V functional and the def2-TZVPD basis.

Geometry as XYZ:
```
19
Properties=species:S:1:pos:R:3:mulliken_charge:R:1
C -1.82086 0.43400 1.18886 -0.857
C -2.29627 0.37528 -0.24013 -0.413
N -1.06679 0.39973 -1.06506 -0.091
N -0.51465 -0.93332 -0.98651 -0.758
C 0.67828 -1.08999 -0.47471 0.149
N 1.53217 -0.14226 -0.00113 0.055
C 2.89391 -0.52460 0.32925 -0.929
S 1.64420 1.59318 -0.37338 -0.180
H -1.38321 1.42470 1.36617 0.226
H -2.73957 0.14377 1.87566 0.310
H -1.05884 -0.39962 1.27641 0.225
H -2.85282 -0.57267 -0.37829 0.338
H -2.77282 1.34777 -0.56217 0.290
H -1.33474 0.51615 -2.02245 0.195
H 0.94658 -2.12552 -0.26902 0.267
H 2.92399 -1.67708 0.38005 0.291
H 3.53416 -0.24883 -0.55374 0.375
H 3.26964 -0.22499 1.39329 0.268
H 0.41764 1.70428 -0.88309 0.237
```

**LUMO energy**: 0.684 eV
**Energy above the lowest of the compared OMol25 structures with the same formula, charge and spin**: 73.7 kcal per mole
**Strongest force on any atom**: 2.838 eV Å⁻¹
**SMILES**: CCN/N=C\N(C)S

***

No. 3
Computed, not measured: 2 unconnected molecules or ions with the total composition C2H7O2, with the ωB97M-V functional and the def2-TZVPD basis.

Geometry as XYZ:
```
11
Properties=species:S:1:pos:R:3:mulliken_charge:R:1
O 1.25942 0.16999 2.13068 -0.607
H 1.72524 1.01044 2.26373 0.314
H 0.41817 0.17075 -2.35352 0.337
H 1.77003 -0.43837 2.67972 0.328
C -0.43293 0.36842 -1.71157 -0.880
C -0.45805 -0.47560 -0.53136 0.331
O -1.35576 -0.23701 0.33395 -0.266
H -0.51658 1.39604 -1.34345 0.310
H -1.33478 0.14207 -2.28157 0.342
H 0.08294 -1.41645 -0.36729 0.366
H -1.15770 -0.69028 1.18069 0.426
```

**LUMO energy**: -6.066 eV
**Energy above the lowest of the compared OMol25 structures with the same formula, charge and spin**: 15.3 kcal per mole
**Strongest force on any atom**: 1.424 eV Å⁻¹
**Charge**: +1

***

Repeat the second record exactly.
Computed, not measured: a single C4H11N3S molecule, with the ωB97M-V functional and the def2-TZVPD basis.

Geometry as XYZ:
```
19
Properties=species:S:1:pos:R:3:mulliken_charge:R:1
C -1.82086 0.43400 1.18886 -0.857
C -2.29627 0.37528 -0.24013 -0.413
N -1.06679 0.39973 -1.06506 -0.091
N -0.51465 -0.93332 -0.98651 -0.758
C 0.67828 -1.08999 -0.47471 0.149
N 1.53217 -0.14226 -0.00113 0.055
C 2.89391 -0.52460 0.32925 -0.929
S 1.64420 1.59318 -0.37338 -0.180
H -1.38321 1.42470 1.36617 0.226
H -2.73957 0.14377 1.87566 0.310
H -1.05884 -0.39962 1.27641 0.225
H -2.85282 -0.57267 -0.37829 0.338
H -2.77282 1.34777 -0.56217 0.290
H -1.33474 0.51615 -2.02245 0.195
H 0.94658 -2.12552 -0.26902 0.267
H 2.92399 -1.67708 0.38005 0.291
H 3.53416 -0.24883 -0.55374 0.375
H 3.26964 -0.22499 1.39329 0.268
H 0.41764 1.70428 -0.88309 0.237
```

**LUMO energy**: 0.684 eV
**Energy above the lowest of the compared OMol25 structures with the same formula, charge and spin**: 73.7 kcal per mole
**Strongest force on any atom**: 2.838 eV Å⁻¹
**SMILES**: CCN/N=C\N(C)S